Here is 2 unconnected molecules or ions with the total composition C40H42BF6N3O5S at a distorted geometry from the OMol25 dataset. Energies are from ωB97M-V/def2-TZVPD.

Last column: Mulliken charge in e.
Positions of all 98 atoms, in Å:
C: -1.183 -5.551 4.266  -1.3480
C: -0.849 -4.824 3.018  0.7313
C: 0.178 -5.056 2.120  -1.0437
C: 0.214 -4.123 1.032  -1.0122
C: -0.747 -3.142 1.170  0.6638
B: -1.029 -1.743 0.156  1.7315
C: -1.913 -2.762 -0.714  0.8775
C: -3.259 -3.035 -0.445  -0.9426
C: -3.926 -4.050 -1.134  0.0071
C: -5.377 -4.350 -0.845  0.8659
F: -5.714 -5.648 -1.143  -0.2848
F: -5.677 -4.137 0.473  -0.2663
F: -6.214 -3.537 -1.581  -0.2597
C: -3.256 -4.834 -2.061  -1.1278
C: -1.936 -4.523 -2.357  -0.0708
C: -1.150 -5.466 -3.227  0.7677
F: -0.039 -4.870 -3.756  -0.2750
F: -0.710 -6.535 -2.476  -0.2715
F: -1.894 -5.970 -4.258  -0.2799
C: -1.296 -3.442 -1.761  -1.6417
O: -1.649 -0.946 1.138  -0.4427
C: -0.899 -0.379 2.203  -2.5279
C: 0.654 -0.532 2.130  3.8224
C: 1.249 0.834 2.443  -2.2024
C: 1.077 -1.504 3.212  -1.6072
C: 1.254 -1.031 0.775  -1.2534
O: 0.335 -1.495 -0.191  -0.5335
S: -1.812 -3.464 2.494  -0.2896
H: -0.504 -6.398 4.412  0.3732
H: -1.116 -4.888 5.143  0.2549
H: -2.216 -5.922 4.208  0.2858
H: 0.888 -5.869 2.264  0.3346
H: 0.905 -4.205 0.196  0.5908
H: -3.797 -2.491 0.328  0.6636
H: -3.756 -5.656 -2.560  0.5402
H: -0.273 -3.208 -2.048  0.7362
H: -1.197 0.683 2.237  0.2433
H: -1.298 -0.859 3.111  0.6743
H: 2.344 0.816 2.380  0.3493
H: 0.877 1.575 1.727  0.5493
H: 0.962 1.162 3.451  0.4419
H: 2.173 -1.589 3.244  0.4108
H: 0.716 -1.153 4.190  0.4173
H: 0.652 -2.494 3.016  0.4606
H: 1.800 -0.202 0.291  -0.3455
H: 1.969 -1.858 0.921  0.5682
C: 1.777 6.379 -1.595  -0.9841
N: 1.943 4.950 -1.441  0.2042
C: 3.191 4.391 -1.304  -0.1171
O: 4.253 4.998 -1.418  -0.6745
C: 2.981 2.897 -1.036  -0.2126
C: 3.677 2.442 0.242  0.1235
C: 5.192 2.513 0.205  0.6625
C: 5.894 2.967 1.330  -0.3599
C: 7.287 3.067 1.294  -0.6968
C: 7.989 2.687 0.143  -0.4475
C: 7.288 2.203 -0.968  -0.7585
C: 5.893 2.098 -0.932  -0.1577
N: 1.512 2.788 -1.013  0.5948
C: 0.887 1.581 -1.065  -0.7044
C: -0.354 1.275 -0.528  0.2490
C: -1.195 0.240 -1.000  -0.6577
C: -2.648 0.450 -0.994  0.9773
C: -3.469 -0.351 -1.832  -0.4938
C: -4.846 -0.300 -1.745  -0.6816
C: -5.451 0.775 -1.046  -0.1406
N: -6.797 1.153 -1.312  0.9492
O: -7.167 2.269 -0.868  -0.5796
O: -7.536 0.390 -1.973  -0.5685
C: -4.673 1.572 -0.193  -0.7977
C: -3.287 1.428 -0.195  -0.0619
C: 0.858 4.099 -0.987  0.7774
C: 0.424 4.481 0.432  -1.2838
C: -0.363 4.166 -1.905  -1.7164
H: 2.703 6.810 -1.986  0.3742
H: 0.958 6.571 -2.298  0.2998
H: 1.528 6.860 -0.636  0.3333
H: 3.365 2.335 -1.909  0.3876
H: 3.311 3.054 1.084  0.1906
H: 3.371 1.401 0.440  -0.1024
H: 5.329 3.265 2.217  0.3773
H: 7.824 3.447 2.165  0.3721
H: 9.076 2.770 0.111  0.3791
H: 7.821 1.910 -1.874  0.3628
H: 5.343 1.712 -1.794  0.3092
H: 1.449 0.813 -1.605  0.7245
H: -0.699 1.860 0.333  -0.4426
H: -0.818 -0.340 -1.854  0.8372
H: -2.988 -1.062 -2.512  0.4763
H: -5.481 -1.030 -2.236  0.5086
H: -5.166 2.320 0.430  0.4827
H: -2.702 2.079 0.458  0.3229
H: 1.274 4.474 1.129  0.2702
H: -0.009 5.489 0.413  0.5110
H: -0.341 3.785 0.795  0.0950
H: -0.058 3.995 -2.944  0.3855
H: -1.082 3.394 -1.613  0.2120
H: -0.828 5.153 -1.801  0.5544

Summary:
**Kohn-Sham gap**: 0.154 Ha
**Net charge**: 0
**Energy**: -3112.01142 hartree
**E_HOMO**: -0.253 Ha